No. 1
The following is a DFT calculation (the ωB97M-V functional and the def2-TZVPD basis) of a structure of composition C14H18LiO3PS2.

```
39
Properties=species:S:1:pos:R:3:forces:R:3:mulliken_charge:R:1
Li -0.720 1.528 1.002 0.1 0.0 0.0 0.6711
C 1.251 1.300 2.415 0.0 0.0 0.0 -0.0833
C 1.436 2.434 1.597 0.0 0.0 0.0 -0.0968
C 0.445 3.378 1.935 0.0 0.0 0.0 -1.0092
C -0.348 2.832 2.966 0.0 -0.1 0.0 -0.3269
C 0.149 1.547 3.260 -0.1 0.0 0.0 -0.9354
H 1.841 0.393 2.396 0.0 0.0 0.0 0.4003
H 2.169 2.534 0.807 0.0 0.0 0.0 0.2351
H 0.283 4.332 1.450 0.0 0.0 0.0 0.2907
H -1.236 3.281 3.390 0.0 0.0 0.0 0.3175
H -0.282 0.849 3.966 0.0 0.0 0.0 0.2312
S -0.527 0.555 -1.248 -0.1 0.0 0.0 -0.4540
C -2.208 0.186 -1.625 0.1 0.0 0.0 0.3534
C -2.516 -0.308 -2.901 0.0 0.0 0.0 -0.5089
C -3.804 -0.640 -3.296 0.0 0.0 0.0 -0.4463
C -4.847 -0.476 -2.392 0.0 0.0 0.0 -0.4246
C -4.570 0.012 -1.124 0.0 0.0 0.0 -0.4675
C -3.276 0.353 -0.696 0.0 0.0 0.0 -0.0884
S -3.057 0.955 0.938 0.0 0.0 0.0 -0.6304
H -1.693 -0.429 -3.597 0.0 0.0 0.0 0.2219
H -3.988 -1.021 -4.297 0.0 0.0 0.0 0.3010
H -5.867 -0.726 -2.669 0.0 0.0 0.0 0.2871
H -5.375 0.145 -0.409 0.0 0.0 0.0 0.2987
C 4.477 -0.301 1.079 0.0 0.0 0.0 -0.6035
O 3.658 -1.425 0.798 0.0 0.0 0.0 -0.3747
P 2.348 -1.124 -0.168 0.0 0.1 0.1 0.5326
O 2.957 -1.869 -1.503 0.0 0.0 0.0 -0.3907
C 2.043 -1.940 -2.599 0.0 0.0 0.0 -0.6320
O 1.413 -2.352 0.332 0.0 -0.1 0.0 -0.3395
C 0.294 -2.059 1.183 0.0 0.0 0.0 -0.4691
H 4.959 -0.472 2.042 0.0 0.0 0.0 0.2038
H 3.892 0.621 1.142 0.0 0.0 0.0 0.2121
H 5.249 -0.180 0.312 0.0 0.0 0.0 0.2623
H 2.631 -1.954 -3.519 0.0 0.0 0.0 0.2572
H 1.353 -1.090 -2.608 0.0 0.0 0.0 0.2708
H 1.451 -2.856 -2.534 0.0 0.0 0.0 0.1991
H -0.353 -2.935 1.155 0.0 0.0 0.0 0.2515
H -0.259 -1.193 0.816 0.0 0.0 0.0 0.2314
H 0.628 -1.886 2.208 0.0 0.0 0.0 0.2527
```
Forces are in eV/Å.

Properties
HOMO energy ... -0.10 eV
Energy ... -52119.6158 eV
Largest force on an atom ... 0.0022 Eh/bohr
Charge ... -2
2S+1 ... 1
LUMO energy ... 4.947 eV
Frontier orbital gap ... 5.051 eV

---

No. 2
The following is a DFT calculation (the ωB97M-V functional and the def2-TZVPD basis) of the ion C4H8NO2 with charge -1 at a distorted geometry.

```
15
Properties=species:S:1:pos:R:3:forces:R:3:mulliken_charge:R:1
C 0.695 -0.282 0.250 -1.0 -0.6 -0.7 -0.6656
N 1.371 0.462 -0.788 -0.5 -0.7 0.8 -0.2346
C 1.263 0.049 -2.158 1.7 0.0 -0.7 0.5104
O 1.824 0.820 -2.980 -0.6 0.3 0.3 -0.7917
O 0.806 -1.093 -2.381 -0.6 0.1 0.5 -0.7251
C -0.873 -0.097 0.284 1.4 1.8 -0.1 -0.4235
C -1.459 0.018 1.690 -0.2 -1.7 -0.8 -1.1172
H 1.171 -0.093 1.217 -0.2 0.2 0.1 0.4274
H 0.802 -1.344 0.023 0.5 0.0 0.0 0.2593
H 1.551 1.424 -0.567 0.0 0.1 -0.5 0.2066
H -1.055 0.880 -0.176 0.1 0.0 -0.2 0.2217
H -1.284 -0.810 -0.421 -0.4 -0.3 0.3 0.4069
H -0.761 0.556 2.327 -0.1 0.0 0.2 0.3298
H -2.415 0.526 1.634 -0.2 0.1 0.3 0.3416
H -1.634 -1.017 2.048 0.1 0.6 0.4 0.2541
```
Forces are in eV/Å.

Properties
ΔE to the lowest compared entry with this formula, charge and spin ... 9.6 kcal/mol
HOMO energy ... -3.74 eV
Energy ... -9864.3690 eV
Largest force on an atom ... 0.0441 Eh/bohr
Charge ... -1
2S+1 ... 1
LUMO energy ... 3.796 eV
Frontier orbital gap ... 7.533 eV

---

No. 3
The following is a DFT calculation (the ωB97M-V functional and the def2-TZVPD basis) of an isolated molecule of C6H12 at a distorted geometry.

```
18
Properties=species:S:1:pos:R:3:forces:R:3:mulliken_charge:R:1
C -1.823 -1.931 1.027 -2.5 4.1 2.2 -1.2306
C -0.701 -0.928 0.827 -2.3 -2.0 -4.4 -0.1136
C -0.277 -0.543 -0.371 -1.4 -0.8 -2.9 -0.3922
C 0.851 0.418 -0.668 1.2 -0.1 -1.5 0.9032
C 0.313 1.664 -1.450 -0.1 1.8 1.2 -1.0699
C 1.663 0.811 0.562 -6.1 -2.5 -1.0 -2.2660
H -2.708 -1.329 1.704 2.5 -1.8 -1.3 0.2154
H -1.431 -2.712 1.575 0.4 -1.8 1.5 0.3130
H -2.455 -2.329 0.269 0.3 0.0 -1.4 0.3667
H -0.139 -0.729 1.627 1.8 1.1 3.3 0.4862
H -0.842 -1.022 -1.399 1.5 1.6 3.0 0.0920
H 1.534 -0.137 -1.374 -0.5 0.4 0.5 0.2090
H 1.049 2.469 -1.929 -0.9 -1.8 1.7 0.2824
H -0.171 1.309 -2.380 -0.7 0.3 0.9 0.3336
H -0.358 2.232 -0.585 1.2 -1.2 -2.9 0.2384
H 2.137 0.018 0.957 1.2 -3.0 1.8 0.4841
H 2.342 1.438 0.382 5.4 5.2 -2.1 0.6636
H 1.015 1.304 1.226 -1.0 0.4 1.4 0.4848
```
Forces are in eV/Å.

Properties
ΔE to the lowest compared entry with this formula, charge and spin ... 76.7 kcal/mol
HOMO energy ... -9.18 eV
Energy ... -6413.6140 eV
Largest force on an atom ... 0.1514 Eh/bohr
2S+1 ... 1
LUMO energy ... 1.161 eV
Frontier orbital gap ... 10.340 eV

---

No. 4
The following is a DFT calculation (the ωB97M-V functional and the def2-TZVPD basis) of an isolated molecule of C5H10O2.

```
17
Properties=species:S:1:pos:R:3:forces:R:3:mulliken_charge:R:1
C -1.366 -1.911 -0.531 -0.1 -0.2 0.0 -0.7877
O -0.852 -0.599 -0.648 0.1 0.1 0.0 -0.3605
C -0.494 -0.094 0.602 -0.1 0.1 0.2 0.0631
C 0.880 -0.362 1.140 0.1 -0.1 0.1 -0.8147
C 0.495 1.021 0.663 0.0 0.2 0.0 0.0131
C 1.111 1.620 -0.588 0.3 -0.1 0.3 -0.6692
O 0.158 2.112 -1.503 -0.3 -0.2 -0.1 -0.5534
H -2.232 -1.935 0.148 0.1 0.0 -0.1 0.3097
H -0.605 -2.604 -0.144 -0.1 0.1 -0.1 0.3031
H -1.685 -2.235 -1.524 0.1 0.1 0.1 0.2444
H -1.325 -0.058 1.310 0.1 0.0 -0.1 0.3941
H 1.021 -0.541 2.202 -0.1 0.0 -0.2 0.2660
H 1.542 -0.927 0.486 -0.1 0.1 0.1 0.2500
H 0.277 1.750 1.440 0.0 -0.1 -0.1 0.3582
H 1.709 2.483 -0.282 0.0 -0.1 -0.1 0.3549
H 1.800 0.907 -1.066 -0.2 0.0 0.0 0.2455
H -0.434 1.374 -1.705 0.0 0.1 0.0 0.3835
```
Forces are in eV/Å.

Properties
ΔE to the lowest compared entry with this formula, charge and spin ... 58.1 kcal/mol
HOMO energy ... -9.79 eV
Energy ... -9440.5221 eV
Largest force on an atom ... 0.0077 Eh/bohr
2S+1 ... 1
LUMO energy ... 0.990 eV
Frontier orbital gap ... 10.775 eV

---

No. 5
The following is a DFT calculation (the ωB97M-V functional and the def2-TZVPD basis) of an isolated molecule of C3H6O at a distorted geometry.

```
10
Properties=species:S:1:pos:R:3:forces:R:3:mulliken_charge:R:1
C -1.414 -0.112 -0.151 0.1 0.0 0.2 -1.0598
C 1.059 -0.434 0.055 -1.6 0.0 2.2 0.0190
C -0.003 0.362 -0.030 0.3 0.5 -1.1 -0.1027
O 2.337 -0.047 0.282 0.5 -0.1 -0.5 -0.4582
H 2.417 0.903 0.128 -0.1 -0.1 0.0 0.2973
H 0.782 -1.422 0.446 1.0 -0.2 -0.8 0.2319
H 0.149 1.426 -0.191 0.1 0.2 0.1 0.2293
H -2.039 0.360 0.611 0.0 -0.1 0.0 0.2832
H -1.466 -1.193 -0.026 -0.1 -0.1 0.0 0.3068
H -1.824 0.156 -1.125 -0.1 -0.1 0.0 0.2532
```
Forces are in eV/Å.

Properties
ΔE to the lowest compared entry with this formula, charge and spin ... 23.2 kcal/mol
HOMO energy ... -8.71 eV
Energy ... -5254.6899 eV
Largest force on an atom ... 0.0526 Eh/bohr
2S+1 ... 1
LUMO energy ... 1.032 eV
Frontier orbital gap ... 9.743 eV

---

No. 6
The following is a DFT calculation (the ωB97M-V functional and the def2-TZVPD basis) of an isolated molecule of C3H9O2PS at a distorted geometry.

```
16
Properties=species:S:1:pos:R:3:forces:R:3:mulliken_charge:R:1
C -2.583 -1.080 1.063 -0.2 -0.5 1.8 -0.6201
C 1.618 1.691 -0.137 0.6 -0.3 1.3 -0.9476
C 1.739 -0.876 -0.989 0.2 -1.1 0.0 -1.0258
O -1.295 1.615 0.592 -0.8 -0.7 -0.1 -0.5225
O -2.308 -0.788 -0.305 2.5 1.8 1.5 -0.3405
P 0.995 0.019 0.503 0.3 -0.3 -0.9 0.1374
S -1.078 0.507 -0.369 -0.3 -0.1 -0.8 0.5009
H -3.132 -0.270 1.589 0.6 0.0 -0.5 0.2954
H -1.677 -1.358 1.735 -1.2 0.4 -1.5 0.2426
H -3.296 -1.903 1.091 0.2 -0.3 -0.2 0.2717
H 2.751 1.733 -0.040 -1.4 -0.4 -0.4 0.3341
H 1.241 2.595 0.383 -0.2 -0.8 -0.5 0.3068
H 1.276 1.525 -1.146 0.3 1.2 -0.6 0.3331
H 2.773 -1.238 -0.799 -0.5 0.6 0.2 0.3485
H 1.762 -0.359 -1.958 -0.1 0.4 0.5 0.3363
H 1.213 -1.814 -1.211 -0.2 0.1 0.3 0.3496
```
Forces are in eV/Å.

Properties
ΔE to the lowest compared entry with this formula, charge and spin ... 74.9 kcal/mol
HOMO energy ... -8.66 eV
Energy ... -27473.6799 eV
Largest force on an atom ... 0.0657 Eh/bohr
2S+1 ... 1
LUMO energy ... 0.510 eV
Frontier orbital gap ... 9.174 eV

---

No. 7
The following is a DFT calculation (the ωB97M-V functional and the def2-TZVPD basis) of a structure of composition C43H30Br2CoN11O5 at a distorted geometry.

```
92
Properties=species:S:1:pos:R:3:forces:R:3:lowdin_spin:R:1
Co 0.246 0.865 0.955 0.2 0.7 -0.3 0.9537
O 0.882 -1.909 4.482 0.0 -0.1 0.3 0.0010
C -0.283 -1.613 5.081 0.1 -0.1 0.0 0.0002
C -0.477 -2.040 6.397 0.0 0.0 0.0 0.0000
C -1.655 -1.755 7.057 0.0 0.0 0.0 0.0002
C -2.666 -1.038 6.421 0.0 0.0 0.0 0.0000
C -2.475 -0.613 5.120 0.0 0.0 0.0 0.0003
C -1.295 -0.891 4.431 0.0 0.0 -0.1 0.0012
C -1.090 -0.428 3.034 -0.3 0.4 0.3 0.0030
O -0.008 -0.787 2.428 0.0 1.7 1.3 0.0323
N -2.038 0.299 2.489 0.1 -0.3 0.1 -0.0007
N -1.646 0.657 1.209 -0.1 0.1 -0.2 -0.0075
C -2.551 0.732 0.309 0.1 0.0 0.1 -0.0037
C -2.261 0.898 -1.104 0.0 0.0 0.0 -0.0007
C -3.316 1.218 -1.966 0.0 0.0 0.0 -0.0004
C -3.144 1.339 -3.330 0.0 0.0 0.0 -0.0006
C -1.872 1.107 -3.861 0.0 0.0 0.0 -0.0005
C -0.823 0.759 -3.041 0.0 0.1 0.0 -0.0007
C -0.965 0.644 -1.636 0.1 0.2 -0.1 -0.0002
O 0.085 0.358 -0.929 -0.1 -0.4 0.3 -0.0095
H 0.817 -1.511 3.576 0.1 0.0 -0.1 0.0004
H 0.323 -2.590 6.876 0.0 0.0 0.0 0.0000
H -1.788 -2.091 8.078 0.0 0.0 0.0 0.0000
H -3.588 -0.810 6.940 0.0 0.0 0.0 0.0000
H -3.236 -0.047 4.600 0.0 0.0 0.0 0.0000
H -3.588 0.605 0.620 0.0 0.0 0.0 -0.0008
H -4.296 1.384 -1.528 0.0 0.0 0.0 0.0000
H -3.974 1.603 -3.972 0.0 0.0 0.0 0.0000
H -1.703 1.197 -4.928 0.0 0.0 0.0 0.0000
H 0.170 0.599 -3.445 -0.1 0.1 0.0 0.0000
C 4.802 -0.882 -1.075 0.1 0.1 -0.2 0.0000
N 3.990 -0.018 -0.247 0.1 0.0 0.2 -0.0004
C 2.732 -0.280 0.072 -0.1 -0.6 -0.1 -0.0005
N 2.199 0.746 0.669 -0.1 0.7 0.3 -0.0047
C 3.208 1.659 0.715 0.2 -0.2 -0.4 -0.0006
N 4.321 1.239 0.133 -0.3 0.1 0.3 -0.0001
C 4.426 -0.691 -2.529 0.1 -0.1 0.0 0.0000
C 5.210 -0.047 -3.474 0.0 0.0 -0.1 0.0000
C 4.735 0.109 -4.777 0.0 0.0 0.1 0.0000
C 3.475 -0.346 -5.131 0.0 0.1 0.0 0.0000
C 2.684 -0.975 -4.174 0.0 0.0 0.0 0.0000
C 3.174 -1.157 -2.893 -0.1 0.0 -0.1 0.0000
C 1.307 -1.373 -4.455 -0.1 0.0 -0.3 0.0000
N 0.599 -1.220 -5.524 0.0 -0.1 0.1 0.0000
N -0.679 -1.678 -5.213 0.1 -0.1 0.0 0.0000
C -0.639 -2.061 -3.980 0.0 0.1 -0.2 0.0000
O 0.596 -1.918 -3.448 0.0 -0.2 0.1 -0.0001
C -1.726 -2.486 -3.102 -0.1 0.0 0.0 0.0000
C -3.040 -2.369 -3.535 -0.1 0.0 0.0 0.0000
C -4.071 -2.643 -2.649 0.0 0.0 0.0 0.0000
C -3.791 -3.020 -1.344 0.0 0.0 -0.1 0.0000
C -2.475 -3.157 -0.914 -0.1 0.0 0.1 0.0000
C -2.209 -3.581 0.515 0.1 -0.1 0.0 0.0000
N -0.803 -3.723 0.807 0.2 -0.2 0.0 -0.0001
C 0.098 -2.767 1.067 -0.4 -0.6 -1.2 -0.0003
N 1.318 -3.271 1.051 0.1 -0.3 -0.1 -0.0001
C 1.089 -4.582 0.768 -0.1 -0.1 0.0 0.0000
N -0.177 -4.904 0.606 0.3 -0.3 -0.1 -0.0001
C -1.448 -2.899 -1.803 0.1 0.1 0.0 0.0000
H 4.552 -1.901 -0.777 0.1 0.0 0.0 0.0000
H 5.852 -0.705 -0.859 0.0 0.1 -0.1 0.0000
H 2.250 -1.219 -0.138 -0.1 -0.1 0.2 0.0002
H 3.106 2.631 1.166 0.0 0.0 0.0 0.0000
H 6.182 0.340 -3.195 0.0 0.0 0.0 0.0000
H 5.347 0.613 -5.513 0.0 0.0 0.0 0.0000
H 3.086 -0.200 -6.130 0.0 0.0 0.0 0.0000
H 2.545 -1.633 -2.153 0.0 -0.1 -0.1 0.0000
H -3.242 -2.033 -4.542 0.0 0.0 0.0 0.0000
H -5.099 -2.537 -2.969 0.0 0.0 0.0 0.0000
H -4.604 -3.205 -0.651 0.0 0.0 0.0 0.0000
H -2.660 -4.558 0.691 0.0 0.0 0.1 0.0000
H -2.643 -2.873 1.223 0.0 0.1 0.0 0.0000
H -0.177 -1.736 1.261 0.1 -0.6 -0.6 0.0000
H 1.874 -5.316 0.690 0.0 0.0 0.0 0.0000
H -0.417 -2.985 -1.488 0.0 0.0 0.0 0.0000
Br 1.071 3.005 5.442 0.0 0.0 0.0 0.0000
C 0.694 3.900 3.819 0.0 0.0 0.0 -0.0006
C 0.592 5.293 3.817 0.0 0.0 0.0 0.0003
C 0.313 5.976 2.665 0.0 0.0 0.0 -0.0007
Br 0.183 7.875 2.729 0.0 0.0 0.0 0.0002
C 0.124 5.286 1.447 0.0 -0.1 0.0 0.0008
C -0.169 5.891 0.204 0.0 0.0 0.0 -0.0019
C -0.325 5.114 -0.908 0.0 0.0 0.0 0.0014
C -0.186 3.718 -0.797 0.1 0.0 0.0 0.0011
N 0.084 3.125 0.339 0.0 0.0 0.0 0.0321
C 0.234 3.874 1.458 -0.1 0.1 0.0 0.0018
C 0.515 3.123 2.669 0.1 0.0 0.0 0.0008
O 0.613 1.855 2.647 -0.1 -0.1 0.1 0.0045
H 0.735 5.830 4.744 0.0 0.0 0.0 0.0000
H -0.269 6.967 0.149 0.0 0.0 0.0 -0.0001
H -0.553 5.553 -1.870 0.0 0.0 0.0 0.0003
H -0.298 3.082 -1.667 0.0 0.0 0.0 0.0003
```
Forces are in eV/Å.

Properties
ΔE to the lowest compared entry with this formula, charge and spin ... 11.0 kcal/mol
HOMO energy (alpha / beta) ... -4.78 / -4.72 eV
Energy ... -249422.8779 eV
Largest force on an atom ... 0.0423 Eh/bohr
Charge ... -1
2S+1 ... 2
LUMO energy (alpha / beta) ... 1.928 / 1.928 eV
Frontier orbital gap (alpha / beta) ... 6.709 / 6.644 eV